Here is a single C15H18N2O3 molecule at a distorted geometry from the OMol25 dataset. Energies are from the ωB97M-V functional and the def2-TZVPD basis.

Its SMILES is C[C@H]1CCCCN1C(=O)/C=C/c1ccccc1[N+](=O)[O-]. Its energy relative to the best compared isomer or geometry (same formula, charge and spin) is 97.8 kcal/mol. Its LUMO energy is -0.423 eV. The HOMO energy comes out at -0.332 Eh.

Structure (ORCA input):
```
! RIJCOSX wB97M-V def2-TZVPD def2/J DEFGRID3
* xyz 0 1
C 3.66127 0.49065 1.75445
C 3.12421 0.78929 0.35462
C 4.00056 0.20467 -0.76078
C 3.86869 -1.31332 -0.86359
C 2.40061 -1.69471 -1.02875
C 1.59075 -1.11743 0.13153
N 1.75770 0.31745 0.18450
C 0.75906 1.21618 0.08089
O 0.92632 2.41702 0.23098
C -0.59145 0.67767 -0.26085
C -1.66716 1.09208 0.39929
C -3.06356 0.76826 0.09314
C -3.92394 1.84170 -0.15339
C -5.26142 1.65110 -0.43399
C -5.79910 0.37076 -0.43773
C -4.98525 -0.70374 -0.15198
C -3.62683 -0.51350 0.09647
N -2.87621 -1.69318 0.43088
O -1.71474 -1.77207 0.08409
O -3.46342 -2.55900 1.04556
H 4.62077 0.98354 1.88708
H 3.79794 -0.57426 1.92035
H 2.97045 0.87447 2.50134
H 3.07673 1.87795 0.23838
H 5.03971 0.48338 -0.58051
H 3.69275 0.64944 -1.71001
H 4.26977 -1.78686 0.03428
H 4.45012 -1.67386 -1.71433
H 2.02107 -1.29121 -1.96989
H 2.28369 -2.77866 -1.05030
H 1.95043 -1.54806 1.07274
H 0.53569 -1.36922 0.03853
H -0.66472 0.02838 -1.11970
H -1.53447 1.80646 1.20388
H -3.51078 2.83896 -0.13536
H -5.89204 2.50210 -0.64169
H -6.84523 0.21656 -0.64986
H -5.37792 -1.70899 -0.12025
*
```

These are the Löwdin partial charges, in e, on atoms 1 to 2: -0.03 -0.32